{"formula": "C63H184N30O13P10", "method": "the ωB97M-V functional and the def2-TZVPD basis", "orbital_gap_ha": 0.304, "total_energy_ev": -232536.389, "max_force_ev_per_a": 3.45, "homo_energy_ev": -7.88, "symbols": ["C", "N", "C", "P", "O", "N", "C", "C", "N", "C", "C", "H", "H", "H", "H", "H", "H", "H", "H", "H", "H", "H", "H", "H", "H", "H", "H", "H", "H", "C", "N", "C", "P", "O", "N", "C", "C", "N", "C", "C", "H", "H", "H", "H", "H", "H", "H", "H", "H", "H", "H", "H", "H", "H", "H", "H", "H", "H", "C", "N", "C", "P", "O", "N", "C", "C", "N", "C", "C", "H", "H", "H", "H", "H", "H", "H", "H", "H", "H", "H", "H", "H", "H", "H", "H", "H", "H", "C", "N", "C", "P", "O", "N", "C", "C", "N", "C", "C", "H", "H", "H", "H", "H", "H", "H", "H", "H", "H", "H", "H", "H", "H", "H", "H", "H", "H", "C", "N", "C", "P", "O", "N", "C", "C", "N", "C", "C", "H", "H", "H", "H", "H", "H", "H", "H", "H", "H", "H", "H", "H", "H", "H", "H", "H", "H", "C", "N", "C", "P", "O", "N", "C", "C", "N", "C", "C", "H", "H", "H", "H", "H", "H", "H", "H", "H", "H", "H", "H", "H", "H", "H", "H", "H", "H", "C", "N", "C", "P", "O", "N", "C", "C", "N", "C", "C", "H", "H", "H", "H", "H", "H", "H", "H", "H", "H", "H", "H", "H", "H", "H", "H", "H", "H", "C", "N", "C", "P", "O", "N", "C", "C", "N", "C", "C", "H", "H", "H", "H", "H", "H", "H", "H", "H", "H", "H", "H", "H", "H", "H", "H", "H", "H", "C", "N", "C", "P", "O", "N", "C", "C", "N", "C", "C", "H", "H", "H", "H", "H", "H", "H", "H", "H", "H", "H", "H", "H", "H", "H", "H", "H", "H", "C", "N", "C", "P", "O", "N", "C", "C", "N", "C", "C", "H", "H", "H", "H", "H", "H", "H", "H", "H", "H", "H", "H", "H", "H", "H", "H", "H", "H", "O", "C", "O", "C", "C", "O", "H", "H", "H", "H"], "positions_angstrom": [[-2.75637, -2.08884, 0.13974], [-3.22968, -2.03878, -1.23266], [-3.51896, -3.33726, -1.83641], [-4.10370, -0.68216, -1.68541], [-3.61197, 0.42448, -0.88027], [-4.01691, -0.34657, -3.28212], [-4.79274, -0.96149, -4.32032], [-2.90965, 0.42832, -3.79445], [-5.73250, -1.10895, -1.45932], [-6.63131, -0.03270, -1.70104], [-6.11357, -1.69988, -0.17513], [-1.83322, -2.62062, 0.14325], [-3.50807, -2.64615, 0.71193], [-2.60986, -1.08098, 0.64428], [-2.81324, -4.05129, -1.47140], [-3.45959, -3.23707, -2.91109], [-4.52565, -3.63380, -1.52134], [-4.23536, -1.78211, -4.80435], [-5.75079, -1.35777, -3.94607], [-5.08427, -0.18104, -5.04021], [-2.05935, -0.07653, -4.11346], [-3.23165, 0.98291, -4.68365], [-2.60095, 1.09686, -3.04924], [-7.61065, -0.40918, -2.08440], [-6.84413, 0.56776, -0.82118], [-6.19383, 0.60573, -2.48269], [-6.09984, -0.94911, 0.61868], [-5.39183, -2.47935, 0.16753], [-7.19085, -2.06646, -0.17790], [2.86732, -8.67692, 1.87414], [2.64470, -7.63546, 2.83583], [3.06074, -7.93571, 4.22237], [1.92417, -6.19488, 2.64998], [0.98028, -5.78354, 3.72818], [3.10115, -5.07461, 2.31001], [2.91115, -3.64768, 2.53700], [4.47592, -5.42567, 2.12449], [1.06788, -6.42346, 1.17626], [1.33717, -5.75264, -0.07155], [-0.23329, -7.06622, 1.29868], [1.98185, -9.40483, 1.87466], [3.79746, -9.18928, 2.07006], [2.89432, -8.22541, 0.85145], [2.61530, -7.24234, 4.96272], [4.13851, -7.94539, 4.37494], [2.69251, -8.92658, 4.50468], [3.21515, -3.40764, 3.57660], [3.48819, -2.99566, 1.93342], [1.91933, -3.29832, 2.41350], [4.51218, -6.44277, 1.75809], [4.93240, -4.75057, 1.41535], [5.09112, -5.32464, 3.03712], [1.08936, -6.48208, -0.90392], [0.69016, -4.86108, -0.24249], [2.37299, -5.43336, -0.10553], [-0.99009, -6.35597, 1.65514], [-0.25520, -7.68027, 2.17027], [-0.61165, -7.53444, 0.38543], [5.42901, 6.35151, -4.07494], [4.35728, 5.73671, -3.29511], [3.11368, 5.42753, -4.02003], [4.59930, 5.44006, -1.64007], [5.99649, 5.21416, -1.33682], [3.88166, 6.71728, -0.88167], [3.81746, 6.78622, 0.56449], [3.46553, 7.93209, -1.54575], [3.64148, 4.14727, -1.23440], [4.07178, 2.77516, -1.27613], [2.20751, 4.31207, -1.01294], [6.33449, 6.33839, -3.57232], [5.16700, 7.39865, -4.27370], [5.56832, 5.81757, -4.99915], [2.28446, 5.42375, -3.30619], [3.14570, 4.43775, -4.48022], [2.93831, 6.18536, -4.72696], [4.28875, 7.68664, 1.00408], [2.77058, 6.72302, 0.81936], [4.32209, 5.88670, 0.96664], [3.52852, 7.74960, -2.59871], [2.38532, 8.17983, -1.29026], [4.10897, 8.78602, -1.31601], [5.16941, 2.67334, -1.15909], [3.65876, 2.21938, -0.40833], [3.68300, 2.22261, -2.17345], [1.91293, 5.29246, -1.38841], [1.95139, 4.28429, 0.01327], [1.70668, 3.53018, -1.52786], [-1.57487, 7.12349, 0.60637], [-1.25548, 5.90189, 1.32441], [0.23752, 5.75899, 1.44775], [-2.27208, 4.75936, 1.96032], [-1.66296, 3.40495, 2.18658], [-2.94078, 5.35554, 3.36583], [-3.03748, 4.43041, 4.59079], [-3.66959, 6.67942, 3.33768], [-3.54225, 4.67730, 0.85923], [-4.80555, 4.07889, 1.36568], [-3.15383, 4.22190, -0.52980], [-2.68329, 7.25241, 0.39097], [-1.22669, 7.10545, -0.43384], [-1.27605, 7.99825, 1.24856], [0.59089, 6.36590, 2.30897], [0.65384, 6.23158, 0.57631], [0.51931, 4.73968, 1.57375], [-4.08251, 4.42541, 4.95658], [-2.85862, 3.39107, 4.22165], [-2.30891, 4.66934, 5.36530], [-4.16095, 6.71987, 2.34568], [-4.40682, 6.58404, 4.14205], [-2.97688, 7.50405, 3.43503], [-5.41932, 4.08496, 0.45682], [-4.67152, 3.05639, 1.77492], [-5.19355, 4.74110, 2.13976], [-2.82827, 3.21326, -0.40168], [-2.32790, 4.77389, -1.01788], [-4.08282, 4.29470, -1.05605], [5.64406, -2.42253, -4.58366], [6.82833, -2.38461, -3.72448], [7.43366, -1.04311, -3.68597], [6.72885, -3.17563, -2.23639], [7.95868, -3.00397, -1.47876], [5.42480, -2.56428, -1.28528], [4.02114, -3.00167, -1.40054], [5.70921, -1.63768, -0.24298], [6.34676, -4.70614, -2.66257], [5.87430, -5.68513, -1.67315], [7.24260, -5.32204, -3.66109], [5.45879, -3.42653, -4.80945], [5.90657, -1.79593, -5.48165], [4.77587, -1.91558, -4.07995], [8.34998, -0.92387, -4.25554], [7.50282, -0.69399, -2.66368], [6.74904, -0.23839, -4.05908], [3.38326, -2.34976, -2.00100], [3.90521, -4.06613, -1.65360], [3.67766, -2.97031, -0.33615], [5.27579, -0.69196, -0.53823], [5.30167, -1.95407, 0.70798], [6.76324, -1.43734, -0.15473], [6.78708, -6.07275, -1.24449], [5.38527, -5.18374, -0.88938], [5.25829, -6.44809, -2.15145], [7.60863, -4.52195, -4.32882], [6.68189, -6.07392, -4.19012], [8.10478, -5.82557, -3.16540], [-8.91038, -1.24371, 4.24526], [-8.27918, -0.68079, 3.05263], [-9.00562, -0.96551, 1.77566], [-7.37931, 0.72862, 3.03903], [-7.10526, 1.20368, 1.66712], [-8.19966, 1.84800, 3.93091], [-8.29145, 1.84877, 5.38292], [-8.68131, 3.06820, 3.30633], [-6.07953, 0.33801, 3.92959], [-5.28872, -0.79210, 3.55836], [-5.26886, 1.41713, 4.55341], [-9.01373, -2.35408, 4.26370], [-9.95139, -0.80892, 4.33832], [-8.37324, -1.03351, 5.18095], [-8.75619, -1.99484, 1.34103], [-8.93386, -0.15147, 1.03771], [-10.09010, -1.12581, 2.05616], [-9.05232, 1.18088, 5.76508], [-7.39865, 1.66925, 6.01423], [-8.56192, 2.87738, 5.64642], [-9.49404, 3.51412, 3.87456], [-7.90746, 3.79454, 3.12458], [-9.09708, 2.90311, 2.29894], [-4.63104, -0.41981, 2.80085], [-4.68264, -1.09672, 4.42410], [-5.96564, -1.58798, 3.21412], [-4.25981, 1.40895, 4.16199], [-5.29635, 1.32161, 5.63468], [-5.68969, 2.37302, 4.42533], [6.18271, 2.01107, 3.33081], [5.15088, 2.56807, 2.53035], [5.68006, 3.83201, 1.93509], [3.52362, 2.41582, 2.79641], [2.69088, 2.86284, 1.63418], [3.36177, 0.86654, 3.31173], [3.69837, -0.18900, 2.38915], [2.40711, 0.44720, 4.37380], [3.12344, 3.40995, 4.10985], [4.05525, 3.59107, 5.25378], [1.85200, 4.03920, 4.33489], [6.49065, 2.62181, 4.15710], [7.12795, 1.88469, 2.81878], [5.93069, 1.06114, 3.75305], [5.07162, 3.95525, 1.03050], [6.74281, 3.69784, 1.69853], [5.50036, 4.65966, 2.62071], [3.84805, 0.15889, 1.38520], [4.59084, -0.77452, 2.64663], [2.83166, -0.86687, 2.33953], [2.33407, 1.20764, 5.15809], [1.38877, 0.36267, 4.05103], [2.84893, -0.47248, 4.77331], [5.01632, 3.16741, 4.99598], [4.26631, 4.66490, 5.31215], [3.70939, 3.18807, 6.14393], [1.94680, 5.13796, 4.42462], [1.43442, 3.68436, 5.28781], [1.09658, 3.89675, 3.62292], [1.33905, 0.92785, -3.81549], [1.67911, 1.78112, -4.97804], [2.98481, 1.50146, -5.49116], [0.65456, 2.82265, -5.78606], [1.38407, 4.12333, -6.11866], [0.06694, 2.08497, -7.16120], [-0.11958, 2.84652, -8.34400], [-0.17450, 0.60476, -7.32252], [-0.65482, 2.94573, -4.71275], [-0.41240, 3.53177, -3.41031], [-1.92154, 3.38531, -5.32234], [0.39152, 1.21677, -3.38955], [2.16024, 1.07366, -3.10426], [1.39170, -0.12595, -4.11978], [3.52422, 2.33651, -5.92212], [2.81985, 0.90038, -6.43848], [3.52204, 0.86231, -4.75944], [0.23232, 3.87241, -8.23728], [0.48039, 2.35409, -9.13466], [-1.20472, 2.85946, -8.69905], [0.67656, 0.11537, -7.85830], [-0.35435, 0.14099, -6.36467], [-1.00701, 0.55859, -8.02753], [-1.17665, 3.26963, -2.69961], [0.53257, 3.23014, -2.91919], [-0.41727, 4.64261, -3.39194], [-2.14654, 2.81931, -6.20166], [-1.90417, 4.48994, -5.57677], [-2.57544, 3.20334, -4.52558], [-1.53664, 0.42289, 4.72892], [-0.76773, 0.21258, 5.92499], [-0.56624, 1.41154, 6.73818], [-0.34205, -1.25058, 6.63414], [1.11943, -1.24956, 6.94804], [-1.30839, -1.48797, 8.01064], [-2.61845, -0.85626, 8.12903], [-0.73781, -2.03458, 9.19300], [-0.81300, -2.31928, 5.47829], [-2.02159, -3.05129, 5.56344], [0.05286, -2.49615, 4.30011], [-1.10056, 1.25384, 4.21786], [-2.64825, 0.65781, 4.88112], [-1.52656, -0.52608, 4.18910], [-0.41401, 2.21469, 5.98318], [0.28028, 1.32217, 7.42467], [-1.43028, 1.63016, 7.34924], [-3.31994, -1.48569, 8.68585], [-2.55004, 0.08267, 8.65029], [-3.03778, -0.70701, 7.18015], [0.28861, -2.17940, 9.03511], [-0.91388, -1.32324, 10.06064], [-1.20441, -3.03618, 9.53506], [-2.76873, -2.66240, 4.77712], [-1.83116, -4.11405, 5.32780], [-2.39743, -3.07284, 6.62057], [-0.49681, -2.30325, 3.41845], [0.38465, -3.49543, 4.08134], [0.95802, -1.83691, 4.35040], [0.55732, -4.82831, -3.84547], [0.26728, -3.70555, -4.80271], [0.92491, -2.46639, -4.56499], [-1.22422, -3.67905, -5.57090], [-2.32735, -2.83543, -4.98640], [-0.84999, -3.17563, -7.07860], [0.45966, -3.14119, -7.72434], [-1.97226, -3.15266, -7.99318], [-1.67027, -5.27227, -5.62839], [-1.13972, -6.18150, -6.54811], [-2.61714, -5.81646, -4.67916], [0.19327, -4.72709, -2.81687], [1.63894, -5.06295, -3.84997], [0.16672, -5.72166, -4.31744], [0.95221, -1.79732, -5.45925], [1.97070, -2.63452, -4.36967], [0.38955, -1.88135, -3.79700], [0.95633, -2.15362, -7.74032], [1.04804, -3.82878, -7.09233], [0.39184, -3.67180, -8.69973], [-2.88744, -3.49444, -7.53916], [-2.14081, -2.16765, -8.41035], [-1.82762, -3.91792, -8.74096], [-1.95358, -6.55186, -7.20660], [-0.28980, -5.79208, -7.08559], [-0.72490, -7.07289, -6.01154], [-2.18130, -6.32307, -3.87389], [-3.16237, -6.63192, -5.15643], [-3.31550, -5.09533, -4.19735], [1.21821, -1.94769, -0.61794], [0.76445, -0.93925, -0.15957], [0.87859, -0.55933, 1.09311], [0.29825, 0.74968, 1.27587], [-0.62655, 0.82458, 0.09486], [0.04347, -0.07457, -0.85536], [-0.20303, 0.82100, 2.21910], [1.16023, 1.38438, 1.25961], [-0.70377, 1.85490, -0.31009], [-1.65053, 0.43885, 0.12926]], "forces_ev_per_angstrom": [[-0.79, 0.79, 0.60], [-0.02, 0.92, -0.54], [-0.78, 1.15, 0.45], [-0.50, -1.61, 0.26], [0.55, 1.69, 0.94], [0.02, -0.34, -0.23], [-0.98, -0.77, -0.51], [-1.43, 0.81, -0.43], [0.68, -0.63, 0.58], [-1.24, 0.93, -1.62], [0.06, -0.81, 0.73], [0.88, -0.49, 0.24], [0.34, -0.08, 0.51], [-0.38, -1.33, -1.00], [0.59, -0.56, 0.08], [0.04, -0.16, -0.29], [-0.03, -0.44, -0.22], [-0.26, 0.45, -0.07], [0.49, 0.04, 0.11], [0.27, -0.24, -0.07], [1.49, -1.73, -0.44], [-0.24, 0.10, 0.26], [0.43, 1.21, 1.06], [0.53, 0.14, 0.19], [0.17, 0.17, 0.27], [-0.39, 0.05, 0.22], [0.02, 0.27, 0.00], [-0.87, 0.27, -0.56], [1.45, 0.10, -0.40], [-1.75, -0.08, -1.35], [0.82, -0.21, 2.08], [-0.57, -0.23, 0.36], [-2.18, 1.15, -1.81], [0.85, -0.25, -0.32], [-0.40, 0.56, -0.17], [0.18, -0.47, 2.02], [0.49, -0.26, 0.34], [0.59, -0.20, 0.82], [-1.03, -0.31, -0.69], [-0.43, 1.42, 0.55], [1.30, 0.63, 0.02], [0.24, -0.22, 0.07], [0.08, -0.49, 0.77], [0.18, -0.16, -0.71], [0.23, 0.11, -0.28], [-0.01, -0.04, -0.09], [-0.21, 0.02, -0.26], [0.92, 0.06, -1.09], [-1.23, -0.12, -0.14], [0.44, -0.18, -0.07], [0.13, 0.13, -0.52], [-0.27, -0.19, -0.04], [0.55, 0.77, 0.61], [0.35, -0.31, 0.15], [0.11, -0.02, -0.19], [-0.17, 0.47, -0.61], [0.36, -1.30, 0.28], [0.44, -0.17, 0.13], [-2.19, 0.29, -0.35], [0.52, -0.34, 0.96], [0.72, -0.92, 1.89], [-1.66, -0.21, -2.11], [1.86, -0.32, 0.53], [0.08, 0.92, 0.14], [0.59, -0.98, 0.02], [-1.05, -0.11, 0.30], [-0.28, 0.45, 0.37], [0.24, -1.25, 0.36], [1.00, 1.03, -0.44], [1.67, -0.14, 1.23], [0.13, 0.02, -0.33], [-0.04, -0.16, -0.58], [0.01, 0.03, -0.31], [0.00, 0.23, -0.21], [-0.34, 0.84, -1.17], [-0.20, -0.31, -0.39], [-0.37, 0.22, 0.64], [-0.32, 0.61, 0.00], [-0.13, 0.13, -0.65], [1.13, -0.13, -0.17], [-0.08, 0.02, 0.22], [-0.55, 0.25, -0.51], [0.05, 0.47, -0.29], [0.57, 0.55, 0.34], [-0.28, -0.17, -0.10], [-0.10, -0.34, 1.07], [-0.64, -0.62, -0.47], [-2.29, 0.52, 0.35], [1.26, -0.39, -0.60], [-1.65, 1.30, 1.05], [-0.57, -1.07, -0.23], [0.31, 1.11, 0.13], [-0.16, -0.53, 1.16], [-0.55, 0.07, -2.11], [0.33, -2.39, -0.43], [0.98, 0.90, 0.00], [1.10, 0.15, -0.80], [-0.04, 0.49, 1.83], [1.02, -0.42, 0.85], [0.85, 0.25, 0.39], [0.07, -0.50, -1.13], [-0.08, -0.40, -0.24], [0.32, -0.22, -0.52], [0.26, -0.71, -0.04], [0.52, 0.32, 0.09], [0.13, 0.89, 0.31], [-0.16, 0.18, 0.00], [0.01, 0.32, 0.60], [0.07, 0.65, -0.21], [-0.02, 0.31, 0.31], [-0.50, -0.34, 0.69], [-0.20, 0.38, -0.39], [-0.27, -0.13, -0.09], [0.06, -1.06, -0.53], [-0.62, 0.20, 0.56], [-0.20, -0.15, -0.91], [0.60, 2.57, 0.23], [-0.15, 0.48, 0.03], [-1.26, 1.05, 0.27], [-1.39, 1.33, 0.78], [1.36, 0.36, 0.59], [0.64, -2.44, -2.22], [0.46, 0.00, 1.75], [-0.04, 0.86, -0.33], [-0.76, -0.75, -0.87], [1.42, 0.52, -1.06], [0.39, 0.57, 0.61], [-0.74, -1.38, -0.65], [-0.50, -0.96, 0.59], [0.40, -0.54, -0.46], [0.26, -0.35, 0.21], [0.88, -0.19, 0.34], [0.09, -0.92, -0.24], [0.03, -0.12, 0.02], [0.17, 0.53, -0.51], [-0.37, 0.15, -0.88], [-0.44, 0.65, 0.38], [-0.11, -0.13, 0.37], [0.45, -0.33, 0.10], [0.10, -0.90, 0.34], [-0.92, 0.47, 0.91], [0.05, 0.01, 0.14], [-0.12, -0.67, 0.19], [-0.18, -0.27, -0.46], [-0.40, 0.38, -0.26], [-0.96, 0.22, 0.33], [-0.02, -0.62, -1.37], [-1.28, -1.66, 0.89], [-0.68, -0.22, -0.37], [-0.38, 0.03, -0.05], [0.28, 0.47, 0.60], [0.06, 0.80, 0.72], [-0.59, -0.11, -1.26], [0.22, 1.39, 1.93], [-0.08, -0.41, 0.44], [-0.62, -1.31, 0.06], [0.16, 0.67, -0.62], [0.87, -0.50, 0.09], [0.10, 0.31, -0.49], [0.20, 1.50, 0.44], [0.25, -0.52, 0.39], [0.82, 0.54, -0.36], [-0.36, -0.15, 0.01], [0.01, -0.21, -0.93], [-0.19, -0.27, 0.22], [0.09, -0.05, 0.25], [0.52, 0.50, 0.29], [0.15, -0.36, 0.37], [0.78, -0.52, -0.93], [-0.22, -0.26, -0.21], [0.60, 0.10, 0.03], [0.12, 0.04, -0.07], [0.55, -0.49, 0.31], [-0.61, 1.23, -0.77], [0.71, -1.00, 0.72], [0.79, 0.80, -0.58], [-1.58, -0.96, -0.56], [-0.97, 1.71, 0.55], [0.68, -0.46, 0.60], [-0.42, 0.15, 0.58], [-0.55, -1.11, -0.03], [1.55, 0.83, 0.16], [0.96, -0.71, 0.01], [0.53, 1.12, -3.22], [0.38, 0.78, 1.48], [0.01, 0.70, 0.69], [0.01, -0.20, -0.83], [-0.38, -0.67, 0.19], [0.57, 0.47, 0.04], [-0.44, 0.17, -0.02], [0.28, 0.22, 0.03], [0.09, 0.45, -0.55], [-0.04, 0.18, 0.35], [0.45, 0.05, -0.08], [0.47, -0.19, 0.02], [-0.55, -0.61, -0.63], [-0.69, 0.12, 0.22], [-0.11, -0.29, 0.20], [-0.25, 0.01, 0.52], [-0.84, -0.70, 1.81], [0.20, -0.25, 0.06], [-0.02, 0.07, 0.06], [-0.69, -0.69, -1.45], [0.92, 0.26, -0.93], [-1.28, 0.41, 1.04], [-0.23, -1.63, -2.07], [1.58, 1.61, 0.50], [-1.60, -2.13, 0.15], [0.16, -1.21, 1.34], [-0.66, -0.06, -1.76], [0.84, 1.80, -0.79], [0.89, -0.22, -1.08], [0.69, 1.00, 0.60], [1.71, 1.54, 0.18], [-0.15, -0.38, 0.07], [-0.38, -0.03, 0.29], [-0.38, 0.27, 0.22], [0.23, 0.56, 0.82], [0.52, -0.13, 0.82], [0.07, 0.76, -0.59], [-0.03, -0.15, 0.15], [-0.30, 0.44, -0.06], [1.11, -0.03, 0.46], [-0.34, 0.38, 0.55], [-0.25, -0.22, 0.12], [-0.32, -0.46, 0.43], [-0.69, -0.51, 0.18], [-0.47, 0.03, -0.86], [0.14, -0.31, -0.41], [-0.21, -0.40, -0.37], [-0.07, -1.03, 0.24], [-1.78, -0.04, 0.67], [-1.63, -0.98, 0.74], [0.01, -0.05, 1.58], [0.28, 0.11, -1.08], [0.85, 0.71, 0.00], [-1.15, -0.24, 0.11], [-0.10, 0.54, -1.62], [0.71, -0.93, 1.02], [-1.92, -0.54, 2.22], [1.48, -0.12, 0.27], [-1.31, -0.96, -0.59], [0.74, 0.53, 0.67], [0.19, 0.47, -0.86], [1.37, -0.16, 0.20], [0.09, 0.44, -0.46], [0.09, -0.02, 0.89], [0.11, -0.08, -0.38], [-0.52, 0.31, 0.11], [0.16, -0.16, 0.01], [0.00, 0.59, 0.31], [-0.58, 0.36, -1.44], [1.47, -0.19, 0.01], [0.42, -0.68, -0.80], [0.51, 1.32, -0.70], [0.53, -0.54, 1.29], [-0.09, 0.30, -0.12], [0.01, 0.39, -1.18], [-0.82, 0.93, -1.21], [0.22, -0.87, 0.90], [-1.02, -0.54, 0.07], [0.61, 0.19, -1.28], [-0.53, -1.72, 0.28], [-0.36, 1.62, -0.35], [-0.66, 0.79, 1.49], [1.27, -1.02, -0.31], [0.06, 0.40, -0.97], [0.17, -1.63, 0.91], [-0.24, -0.18, 0.03], [-0.97, 1.70, 1.08], [0.25, -2.20, -0.19], [-1.37, 0.32, -0.49], [-0.02, 0.31, -0.23], [-0.26, 0.69, 0.25], [-0.45, -0.15, 0.31], [-0.35, -0.65, 0.29], [0.40, -0.04, 0.65], [0.63, -0.21, 0.15], [-0.45, -0.43, -0.34], [0.46, 0.56, -0.35], [0.10, 0.85, 0.31], [-0.36, 0.28, 0.67], [-0.01, 0.14, -0.32], [0.32, 0.03, -0.82], [0.63, 0.07, -0.09], [-0.01, 0.35, -0.47], [-0.28, 0.33, -0.33], [1.39, -0.68, 1.47], [-0.49, 0.28, -0.33], [0.55, -0.21, -0.94], [0.37, -0.41, -0.06], [-0.31, -0.34, -0.58], [0.04, -0.67, 1.49], [-0.01, -0.64, -0.29], [-0.16, 0.78, -1.31], [-0.50, 1.06, -0.39], [-0.25, -0.15, 0.51], [0.05, 1.06, -0.19], [0.28, -0.68, 0.01], [0.27, 0.27, 0.68]], "mulliken_charge": [-0.373, 1.205, -0.723, 0.057, -0.895, 0.810, -0.795, -1.333, 0.136, -0.978, -0.724, -0.099, 0.615, -0.470, 0.589, -0.311, 0.256, -0.229, 0.339, 0.516, 0.456, 0.563, 0.015, 0.259, 0.063, 0.486, 0.079, 0.108, 0.328, -1.002, 0.610, -1.163, -0.134, -0.988, 0.874, 0.041, -0.801, 0.704, -0.242, -1.207, 0.250, 0.388, 0.251, 0.278, 0.316, 0.398, 0.360, -0.496, -0.308, 0.299, 0.015, 0.272, 0.317, -0.185, 0.080, 0.234, 0.374, 0.356, -1.195, 0.480, -0.981, 0.741, -0.999, 0.462, -0.703, -0.903, 1.164, -1.266, -0.805, 0.366, 0.321, 0.343, 0.056, 0.236, 0.582, 0.460, 0.183, -0.139, 0.257, 0.193, 0.286, 0.397, 0.085, 0.148, 0.821, -0.196, -0.616, -1.175, 0.834, -0.249, -0.417, 0.155, 0.276, -0.516, -1.057, 0.155, -1.003, -1.023, 0.335, 0.273, 0.354, 0.182, 0.177, -0.458, 0.414, -0.241, 0.273, 0.386, 0.365, 0.227, 0.391, 0.238, 0.251, 0.409, 0.003, 0.475, -1.094, 0.152, -0.826, 0.295, -0.938, 0.998, 0.168, -1.459, 0.420, -0.371, -1.178, 0.266, 0.526, 0.242, 0.276, 0.284, 0.265, -0.085, 0.154, -0.655, 0.464, 0.131, 0.559, 0.434, -0.447, 0.297, 0.435, 0.354, 0.293, -1.145, 0.388, -0.973, 0.289, -0.821, 0.494, -0.990, -1.047, 0.322, -0.991, -0.549, 0.310, 0.327, 0.344, 0.203, 0.343, 0.316, 0.282, 0.245, 0.425, 0.482, 0.293, 0.276, 0.263, 0.395, 0.311, -0.576, 0.195, 0.682, -1.429, 0.370, -1.023, -0.045, 0.502, 0.208, -0.059, -0.792, 0.827, -1.140, -1.100, 0.516, 0.319, 0.432, -0.002, 0.392, 0.264, -0.088, 0.517, -0.676, 0.035, 0.143, 0.537, 0.132, 0.389, 0.362, 0.253, 0.366, 0.030, 0.258, 1.003, -1.686, 0.222, -1.058, 0.558, -1.133, -0.756, 1.289, -0.150, -1.560, 0.016, -0.431, 0.204, 0.389, 0.213, 0.581, 0.305, 0.370, 0.244, 0.210, -0.058, 0.413, -0.057, -0.669, 0.523, 0.287, 0.137, 0.686, 0.387, 0.785, -0.890, 0.402, -0.946, 0.590, -1.094, -1.136, 0.501, -0.694, -1.312, -0.512, 0.428, -0.403, -0.083, 0.371, 0.233, 0.349, 0.326, 0.238, 0.380, 0.309, 0.220, 0.043, 0.286, 0.260, 0.431, 0.805, -0.126, -1.016, 0.560, -0.686, -0.130, -0.621, 0.733, -1.054, -1.352, 0.408, -1.212, -0.992, 0.297, 0.272, 0.426, -0.261, 0.496, 0.167, -0.020, 0.480, 0.356, 0.396, 0.211, 0.457, 0.300, 0.306, 0.439, 0.332, 0.433, 0.124, -0.455, -0.084, 0.344, 1.418, 1.735, -0.026, -0.866, -0.410, -0.562, -1.383]}